[1]
C2H10N3O as an isolated structure in a non-equilibrium geometry, computed with wB97M-V/def2-TZVPD.

Last column: Mulliken charge in e.
Positions of all 16 atoms, in Å:
1 C 2.13889 -0.24035 -2.35015  -0.321
2 C 0.53189 0.96744 0.30617  -0.091
3 N -0.48197 0.27625 0.47852  -0.446
4 N 0.84100 1.53131 -1.63939  -0.379
5 N -1.61326 -0.80200 2.57621  -0.663
6 O 2.14001 1.20249 -2.02005  -0.145
7 H 1.54077 -0.63972 -1.48691  0.149
8 H 3.25187 -0.55849 -2.38576  0.228
9 H 1.67971 -0.50835 -3.36506  0.225
10 H 1.13084 1.32444 1.05471  0.369
11 H -1.11079 -0.30195 1.55250  0.437
12 H -1.03001 -0.24500 -0.33359  0.318
13 H 0.96673 2.62298 -1.62833  0.281
14 H -2.15479 -1.59902 2.28819  0.340
15 H -1.01048 -1.17762 3.23111  0.319
16 H -2.05422 0.04371 3.03874  0.380

Largest force on an atom: 5.56 eV/Å
E_HOMO (alpha / beta): -12.51 / -12.51 eV
Energy relative to the best compared isomer or geometry (same formula, charge and spin): 161.6 kcal/mol
E_tot: -8742.1333 eV
Orbital gap (alpha / beta): 9.004 / 9.005 eV
Charge: +1
M: 92.122 g/mol

=====

[2]
A 2-piece molecular cluster, C2H10N3S overall in a non-equilibrium geometry, computed with wB97M-V/def2-TZVPD.

Last column: Mulliken charge in e.
Positions of all 16 atoms, in Å:
1 N -0.51544 0.94753 -1.37361  -0.372
2 C 0.75705 0.36554 -1.28096  0.343
3 N 0.93449 -0.48139 -2.40946  -0.577
4 N 1.75215 -0.36440 -0.14960  -0.412
5 H -0.93193 1.05756 -0.40100  0.193
6 H -0.37511 1.92520 -1.65250  0.345
7 H 0.01615 -0.93386 -2.44856  0.308
8 H 0.86646 0.15147 -3.21593  0.346
9 H 1.76852 -1.14120 -0.81583  0.392
10 H 2.61383 0.12583 -0.37574  0.316
11 C -0.88185 -1.17920 1.22325  -0.396
12 S -1.02646 0.45461 1.98331  -0.213
13 H -0.01299 -1.69451 1.63768  0.272
14 H -1.78449 -1.76461 1.40954  0.365
15 H -0.69294 -1.09674 0.14640  -0.042
16 H 0.17648 0.83107 1.44554  0.131

Largest force on an atom: 5.37 eV/Å
E_HOMO: -12.98 eV
Energy relative to the best compared isomer or geometry (same formula, charge and spin): 130.7 kcal/mol
E_tot: -17530.7471 eV
Orbital gap: 5.725 eV
Charge: +1
M: 108.190 g/mol